w:
Entry from the Open Molecules 2025 dataset: C3H7PSi in the gas phase (ωB97M-V/def2-TZVPD).

Element x y z (Å)
C1 -1.080 -0.495 -1.132
C2 -0.408 0.497 -0.946
C3 -1.753 -1.694 -1.552
Si1 1.454 1.452 1.661
P1 0.442 1.986 -0.392
H1 -0.992 -2.528 -1.498
H2 -2.585 -1.951 -0.896
H3 -2.267 -1.736 -2.529
H4 1.640 2.892 2.300
H5 0.767 0.589 2.571
H6 2.944 1.419 1.519
H7 1.792 1.519 -1.222

Computed properties:
HOMO level = -8.856 eV
Structure (SMILES) = CC#CP[SiH3]
LUMO level = 0.650 eV
Net charge = 0

Here are the Mulliken charges for atoms 1 to 6, given in e: 0.707 -0.318 -1.139 0.299 -0.207 0.241

***

x:
Entry from the Open Molecules 2025 dataset: 2 unconnected molecules or ions with the total composition C3H7PSi (ωB97M-V/def2-TZVPD).

Element x y z (Å)
C1 0.945 0.646 1.139
C2 1.421 1.183 0.124
C3 0.448 -0.028 2.396
Si1 -1.361 -0.364 -2.116
P1 2.213 1.797 -1.286
H1 -0.637 0.289 2.490
H2 0.600 -1.189 2.161
H3 1.153 0.286 3.173
H4 -2.451 -1.034 -1.502
H5 -0.910 -0.596 -3.515
H6 -0.383 0.444 -1.488
H7 1.879 0.577 -2.059

Computed properties:
HOMO level (alpha / beta) = -8.057 / -7.136 eV
LUMO level (alpha / beta) = -0.349 / -1.253 eV
Net charge = 0

Here are the Mulliken charges for atoms 1 to 6, given in e: 0.798 -0.535 -0.892 0.087 -0.139 0.281

***

Which one sits at the top of the stability order? w does.

***

w:
Entry from the Open Molecules 2025 dataset: 2 unconnected molecules or ions with the total composition C3H4N2O4 (ωB97M-V/def2-TZVPD).

Element x y z (Å)
C1 2.463 1.184 -0.323
C2 -0.920 0.623 0.630
C3 -0.833 -0.177 -0.722
N1 -0.706 0.244 1.782
N2 -0.448 -1.487 -0.300
O1 2.195 0.979 -1.432
O2 2.655 1.506 0.761
O3 0.709 -1.614 0.091
O4 -1.298 -2.333 -0.421
H1 -1.460 1.576 0.426
H2 -0.313 -0.671 1.819
H3 -1.856 -0.368 -1.159
H4 -0.188 0.539 -1.153

Computed properties:
HOMO level = -10.598 eV
Structure (SMILES) = [H]/N=C\C[N+](=O)[O-].O=C=O
LUMO level = -0.241 eV
Net charge = 0

Here are the Mulliken charges for atoms 1 to 6, given in e: 0.767 -0.062 -0.360 -0.580 0.827 -0.412

***

x:
Entry from the Open Molecules 2025 dataset: 2 unconnected molecules or ions with the total composition C3H4N2O4 (ωB97M-V/def2-TZVPD).

Element x y z (Å)
C1 -2.233 -1.334 0.075
C2 1.243 -0.238 0.233
C3 0.217 0.441 0.752
N1 2.021 0.033 -0.761
N2 -0.611 1.334 0.041
O1 -1.758 1.611 0.397
O2 -1.443 -1.668 -0.703
O3 -0.283 1.555 -1.076
O4 -3.024 -0.968 0.827
H1 2.695 -0.678 -0.934
H2 1.633 -0.993 0.882
H3 -0.318 0.153 1.683
H4 1.860 0.751 -1.417

Computed properties:
HOMO level (alpha / beta) = -9.386 / -9.385 eV
Structure (SMILES) = N/C=C\[N+](=O)[O-].O=C=O
LUMO level (alpha / beta) = 0.216 / 0.216 eV
Net charge = 0

Here are the Mulliken charges for atoms 1 to 6, given in e: 0.787 0.296 -0.927 -0.340 0.971 -0.579

***

Which one sits at the top of the stability order? x does.

***

w:
Entry from the Open Molecules 2025 dataset: a gas-phase ion, C8H15N4 (charge +1) (ωB97M-V/def2-TZVPD).

Element x y z (Å)
C1 0.838 -2.074 0.277
C2 -0.912 -2.509 -1.271
C3 -0.005 2.295 2.122
C4 -0.729 2.428 0.777
C5 -0.220 0.771 2.040
C6 1.257 -0.746 -0.326
C7 -0.654 0.867 0.579
C8 0.185 0.276 -0.469
N1 0.077 -2.849 -0.332
N2 -1.816 -1.732 -0.970
N3 0.011 0.674 -1.713
N4 1.915 -0.863 -1.584
H1 1.439 -2.497 1.070
H2 -1.006 -3.199 -2.109
H3 1.012 2.737 2.110
H4 -0.653 2.718 2.898
H5 -1.788 2.619 0.942
H6 -0.230 3.093 -0.069
H7 0.597 0.079 2.269
H8 -1.069 0.466 2.629
H9 1.991 -0.278 0.385
H10 -1.599 0.408 0.494
H11 -2.491 -1.705 -1.740
H12 -0.718 1.375 -1.785
H13 2.890 -1.302 -1.533
H14 0.367 0.414 -2.578
H15 1.312 -1.468 -2.113

Computed properties:
HOMO level = -13.381 eV
Structure (SMILES) = [H]/N=C/N=C\[C@@H](N)C(=[NH2+])C1CCC1
LUMO level = -4.145 eV
Net charge = +1

Here are the Mulliken charges for atoms 1 to 6, given in e: -0.269 -0.161 -0.634 -0.506 -0.751 -0.187

***

x:
Entry from the Open Molecules 2025 dataset: a gas-phase ion, C8H15N4 (charge +1) (ωB97M-V/def2-TZVPD).

Element x y z (Å)
C1 -3.177 -0.682 0.136
C2 -2.116 1.456 -0.591
C3 0.075 0.224 0.554
C4 0.332 -2.259 0.573
C5 2.230 -0.675 0.024
C6 0.278 -1.070 -1.583
C7 0.471 2.539 1.008
C8 0.667 -0.859 -0.164
N1 -3.885 -1.574 0.312
N2 -0.975 2.005 -0.697
N3 -2.424 0.335 0.073
N4 0.177 1.513 0.040
H1 -2.826 2.034 -1.088
H2 -0.384 0.196 1.583
H3 1.156 -2.924 0.738
H4 -0.382 -2.722 0.012
H5 -0.116 -2.070 1.620
H6 2.393 -0.202 0.984
H7 2.851 -1.557 -0.408
H8 2.573 0.157 -0.569
H9 -0.520 -1.652 -1.609
H10 0.981 -1.740 -2.141
H11 0.276 -0.140 -2.169
H12 1.147 2.126 1.744
H13 0.802 3.566 0.682
H14 -0.487 2.539 1.555
H15 0.885 1.436 -0.618

Computed properties:
HOMO level (alpha / beta) = -13.783 / -13.172 eV
LUMO level (alpha / beta) = -5.796 / -6.889 eV
Net charge = +1

Here are the Mulliken charges for atoms 1 to 6, given in e: 0.498 0.048 -1.459 -1.488 -1.474 -1.722

***

Which one sits at the top of the stability order? w does.

***

w:
Entry from the Open Molecules 2025 dataset: C6H7N3O in the gas phase (ωB97M-V/def2-TZVPD).

Element x y z (Å)
C1 0.395 1.439 0.527
C2 -0.919 1.670 0.626
C3 1.028 0.238 -0.018
C4 0.377 -0.886 -0.157
C5 -2.970 0.583 -0.187
C6 2.470 0.371 -0.454
N1 -1.848 0.791 0.150
N2 -0.351 -1.935 -0.192
N3 -0.477 -2.848 0.722
O1 -3.988 0.192 -0.581
H1 1.063 2.213 0.877
H2 -1.304 2.571 1.084
H3 3.054 -0.485 -0.125
H4 2.530 0.420 -1.541
H5 2.910 1.278 -0.049
H6 -0.859 -2.035 -1.091
H7 -1.113 -3.576 0.408

Computed properties:
HOMO level (alpha / beta) = -7.443 / -7.442 eV
LUMO level (alpha / beta) = 0.371 / 0.371 eV
Net charge = 0

Here are the Mulliken charges for atoms 1 to 6, given in e: -0.564 -0.274 0.857 -0.159 0.535 -1.289

***

x:
Entry from the Open Molecules 2025 dataset: C6H7N3O in the gas phase (ωB97M-V/def2-TZVPD).

Element x y z (Å)
C1 -0.031 1.877 -1.565
C2 1.321 1.415 -1.674
C3 1.712 0.441 -0.936
C4 -0.361 0.088 -0.041
C5 -0.885 1.162 -0.785
C6 -1.085 -1.797 1.570
H1 -0.127 2.799 -2.270
H2 2.111 1.930 -2.031
H3 2.707 0.163 -0.923
H4 -2.084 1.514 -0.740
H5 -2.111 -0.302 0.808
H6 0.981 -1.494 1.414
H7 0.145 -2.612 2.616
N1 0.895 -0.285 -0.055
N2 -1.318 -0.607 0.707
N3 0.188 -1.869 2.034
O1 -2.057 -2.426 1.872

Computed properties:
HOMO level = -9.039 eV
Structure (SMILES) = NC(=O)Nc1ccccn1
LUMO level = 0.738 eV
Net charge = 0

Here are the Mulliken charges for atoms 1 to 6, given in e: -0.290 -0.526 -0.432 0.974 -0.318 0.272

***

y:
Entry from the Open Molecules 2025 dataset: C6H7N3O in the gas phase (ωB97M-V/def2-TZVPD).

Element x y z (Å)
C1 3.269 -0.204 -0.258
C2 1.930 0.231 0.213
C3 -0.394 -0.211 -0.102
C4 -2.100 1.394 -0.274
C5 -3.076 0.442 0.091
C6 -2.607 -0.837 0.335
H1 3.318 -0.422 -1.277
H2 3.439 -1.283 0.232
H3 4.190 0.394 0.334
H4 1.006 -1.509 -0.543
H5 -2.299 2.323 -0.542
H6 -4.319 0.563 0.387
H7 -3.081 -1.599 0.806
N1 0.912 -0.534 -0.161
N2 -0.785 1.127 -0.314
N3 -1.277 -1.195 0.250
O1 1.872 1.319 0.823

Computed properties:
HOMO level = -9.428 eV
Structure (SMILES) = CC(=O)Nc1ncccn1
LUMO level = 0.532 eV
Net charge = 0

Here are the Mulliken charges for atoms 1 to 6, given in e: -1.029 0.645 0.365 -0.198 -0.390 -0.052

***

Which one sits at the top of the stability order? x does.